[1]
{"formula": "C22H29F11N2O5S3", "method": "wB97M-V/def2-TZVPD", "symbols": ["C", "C", "C", "C", "N", "N", "C", "O", "C", "C", "C", "C", "C", "C", "C", "F", "F", "C", "F", "F", "S", "F", "F", "F", "F", "F", "C", "C", "C", "C", "F", "C", "S", "O", "O", "F", "C", "C", "O", "H", "H", "H", "H", "H", "H", "H", "H", "H", "H", "H", "H", "H", "H", "H", "H", "H", "H", "H", "H", "H", "H", "H", "C", "S", "O", "C", "H", "H", "H", "H", "H", "H"], "xyz": [[0.5482, 3.2907, -1.6425], [-0.2582, 4.6243, -1.1335], [0.3989, 5.3827, 0.1633], [1.8474, 4.7905, 0.6544], [1.7447, 3.4999, 1.4360], [1.4931, 3.7013, 2.7847], [2.1319, 2.4122, 3.3435], [3.2682, 2.2914, 4.0380], [1.0040, 1.3099, 2.8984], [1.0843, -0.2926, 2.5608], [2.5282, -1.0824, 2.5947], [3.3432, -0.6564, 1.2393], [3.4130, -1.8188, 0.0761], [1.9601, -2.3136, -0.4947], [1.3493, -1.3367, -1.7082], [-0.1441, -1.3736, -1.4771], [1.8613, 0.0317, -1.4703], [1.8157, -2.0300, -3.1133], [0.9932, -3.2757, -3.3397], [3.2446, -2.5211, -3.0931], [1.6431, -0.9843, -4.6470], [2.8967, 0.1007, -4.2171], [0.3941, -0.0035, -4.0123], [0.4714, -2.1149, -5.2714], [2.8468, -1.9636, -5.4549], [1.4782, -0.1312, -6.1341], [-0.3728, -1.0240, 2.1859], [-1.8077, -0.2314, 2.1038], [-3.1307, -1.0968, 1.6703], [-3.5466, -0.6730, 0.1204], [-5.0211, -0.5366, 0.0283], [-1.8580, 1.4101, 2.4196], [-3.4223, 2.4332, 2.3059], [-4.7359, 1.5749, 2.4793], [-3.5085, 3.6164, 3.3041], [-3.5106, 3.1101, 0.7156], [-0.4275, 2.1054, 2.8160], [0.0003, 3.6471, 3.1730], [-0.6817, 4.6779, 3.6860], [-0.1730, 2.7425, -2.4195], [1.5305, 3.5351, -2.2753], [0.7819, 2.5010, -0.8113], [-0.2352, 5.3950, -2.0376], [-1.3662, 4.3394, -0.8722], [-0.3749, 5.4117, 1.0435], [0.5878, 6.5130, -0.1607], [2.6270, 4.6254, -0.2177], [2.3467, 5.6020, 1.3726], [2.6972, 3.0648, 1.3846], [3.1501, -0.6396, 3.5132], [2.3908, -2.2440, 2.7145], [4.4617, -0.3883, 1.5273], [2.8611, 0.3641, 0.8633], [4.1713, -1.5576, -0.8084], [3.8999, -2.7719, 0.6058], [1.1520, -2.4802, 0.3613], [2.1190, -3.3973, -0.9697], [-0.3595, -2.1752, 1.9343], [-4.0094, -1.0088, 2.4378], [-2.8069, -2.2435, 1.6077], [-2.9916, 0.3635, -0.0845], [-3.0892, -1.4904, -0.6027], [-2.4027, -6.4232, -0.7398], [-2.3185, -4.6209, -0.6043], [-2.6192, -4.2618, 0.8206], [-3.8100, -4.2936, -1.5741], [-1.5767, -6.8536, -0.1690], [-3.3505, -6.7843, -0.3340], [-2.3078, -6.7149, -1.7884], [-4.6697, -4.7881, -1.1158], [-3.6686, -4.6561, -2.5949], [-3.9814, -3.2147, -1.5946]], "forces_ev_per_angstrom": [[-0.65, -0.52, -1.15], [0.47, 0.02, -0.23], [0.41, 0.49, -0.46], [0.47, 1.71, 0.47], [0.93, 0.32, -3.48], [0.29, -0.29, 4.25], [2.46, -1.36, 3.06], [-7.47, 0.80, -4.93], [-3.06, -1.94, -0.56], [-3.46, 1.80, 0.41], [-0.41, 1.15, 0.12], [0.60, 0.63, -0.40], [0.31, -0.57, 0.56], [0.26, -0.83, -0.51], [-0.22, -0.44, 3.96], [4.34, 0.54, -1.59], [-1.84, -3.87, -1.52], [0.67, -3.76, 0.61], [2.91, 4.13, 1.46], [-4.84, 1.96, 0.51], [-0.03, 0.66, -5.76], [-2.94, -2.21, -0.33], [2.87, -2.14, -0.91], [2.02, 2.90, 1.07], [-2.43, 2.07, 1.64], [0.33, -1.56, 3.27], [0.30, 3.66, 0.61], [2.48, 1.08, 0.60], [0.94, -0.70, -0.48], [0.59, 0.64, 1.26], [3.40, -0.48, -0.17], [4.70, -2.24, 0.07], [-6.37, 1.58, 3.89], [6.00, 2.45, -1.67], [1.76, -4.25, -4.37], [0.78, -1.51, 2.77], [0.49, -2.21, -0.38], [-3.19, 3.34, 1.26], [4.87, -7.28, -3.58], [1.55, 1.13, 1.62], [-2.07, -0.39, 1.63], [-0.39, 1.74, -1.44], [-0.33, -1.72, 1.91], [2.16, 0.55, -0.68], [1.68, -0.12, -1.56], [-0.34, -2.40, 0.89], [-1.92, 0.20, 1.58], [-1.08, -1.58, -1.48], [-1.16, 0.55, -0.04], [-1.60, -1.09, -1.93], [0.16, 2.37, -0.26], [-2.34, -0.68, -0.54], [1.04, -2.32, 0.52], [-1.90, -0.31, 1.97], [-1.13, 1.98, -1.14], [1.71, 0.83, -2.02], [-0.42, 2.45, 0.91], [-0.24, 2.59, 0.63], [1.72, 0.27, -1.64], [-0.62, 2.56, 0.37], [-1.78, -2.12, 0.06], [-1.51, 1.73, 1.31], [-0.02, -0.07, 0.10], [-0.18, -0.11, 0.02], [0.08, -0.14, -0.41], [-0.09, 0.02, 0.04], [-0.08, 0.17, -0.06], [0.06, 0.13, 0.00], [0.02, 0.11, 0.07], [0.13, 0.03, 0.05], [0.08, 0.03, 0.09], [0.07, -0.16, 0.03]], "e_lumo_ev": -2.608, "homo_ev": -9.1, "relative_energy_kcal_mol": 403.93, "spin_multiplicity": 1, "charge": 0}

[2]
{"formula": "C22H29F3NOSi", "method": "wB97M-V/def2-TZVPD", "symbols": ["C", "C", "C", "C", "C", "C", "C", "C", "O", "Si", "C", "C", "C", "C", "N", "C", "C", "C", "C", "F", "F", "F", "H", "H", "H", "H", "H", "H", "H", "H", "H", "H", "H", "H", "H", "H", "H", "H", "H", "H", "H", "H", "H", "H", "H", "C", "C", "C", "C", "C", "C", "H", "H", "H", "H", "H", "H"], "xyz": [[1.1281, 3.6637, 0.2030], [0.4184, 2.9826, 0.8992], [-0.4338, 2.0449, 1.6355], [-1.2830, 1.2489, 0.6736], [-0.7141, 0.1588, 0.0339], [-1.4083, -0.6358, -0.8750], [-0.7909, -1.8529, -1.4938], [-0.8364, -3.0187, -0.5033], [-0.3149, -4.1485, -1.1464], [-0.2010, -5.6370, -0.3603], [-1.2893, -6.8767, -1.2277], [-0.7761, -5.4859, 1.4158], [1.5933, -6.1140, -0.3739], [-2.7056, -0.2762, -1.1222], [-3.2323, 0.7926, -0.5116], [-2.5895, 1.5747, 0.3749], [-3.3508, 2.7403, 0.9276], [-4.7103, 2.3837, 1.5366], [-4.6203, 1.3056, 2.5968], [-4.7752, 0.0826, 2.0658], [-5.5267, 1.4544, 3.5304], [-3.4164, 1.2932, 3.1916], [1.5979, 4.4690, -0.3138], [-1.0280, 2.5715, 2.3769], [0.1913, 1.3468, 2.1934], [0.3199, -0.0854, 0.2451], [0.2440, -1.6334, -1.7453], [-1.3278, -2.1472, -2.3915], [-0.2482, -2.7542, 0.3808], [-1.8762, -3.1716, -0.1974], [-0.7514, -7.4707, -1.9610], [-1.7196, -7.5390, -0.4777], [-2.1194, -6.3817, -1.7305], [-0.1515, -4.8134, 2.0005], [-0.7555, -6.4730, 1.8724], [-1.8080, -5.1352, 1.4581], [2.0215, -6.1137, -1.3729], [2.1461, -5.3914, 0.2279], [1.7260, -7.0916, 0.0860], [-3.3472, -0.8096, -1.8055], [-4.1914, 1.0190, -0.7350], [-3.4874, 3.4855, 0.1452], [-2.7455, 3.2082, 1.6957], [-5.4157, 2.0475, 0.7786], [-5.1548, 3.2645, 1.9902], [4.6339, 3.8856, -1.3244], [4.8686, 4.4698, -0.0878], [5.8784, 5.4113, 0.0547], [6.6509, 5.7689, -1.0409], [6.4150, 5.1857, -2.2780], [5.4069, 4.2432, -2.4205], [3.8488, 3.1471, -1.4347], [4.2664, 4.1896, 0.7679], [6.0647, 5.8643, 1.0195], [7.4384, 6.5025, -0.9305], [7.0183, 5.4653, -3.1314], [5.2261, 3.7860, -3.3846]], "forces_ev_per_angstrom": [[-0.83, 0.13, 0.63], [0.43, 0.12, -0.49], [0.26, 0.01, -0.01], [0.21, -0.01, 0.16], [0.06, -0.18, -0.10], [0.25, -0.05, 0.04], [-0.11, 0.11, 0.29], [0.16, 0.01, -0.47], [-0.13, 0.00, 0.34], [0.17, -0.26, 0.01], [-0.03, 0.26, 0.08], [-0.11, 0.23, -0.38], [-0.16, 0.22, 0.12], [-0.13, -0.05, -0.11], [-0.10, 0.04, -0.06], [-0.27, 0.06, -0.13], [-0.01, 0.05, 0.28], [0.03, 0.05, -0.22], [0.35, 0.03, -0.39], [-0.07, -0.43, -0.34], [-0.71, 0.11, 0.62], [0.43, 0.15, 0.23], [0.31, -0.22, -0.14], [-0.06, 0.01, 0.03], [0.04, -0.01, 0.05], [0.06, 0.00, 0.04], [0.09, -0.10, -0.16], [0.03, 0.01, -0.15], [-0.04, -0.01, 0.17], [-0.07, -0.04, 0.14], [0.04, -0.08, -0.08], [0.01, -0.18, -0.02], [-0.05, 0.03, -0.07], [0.03, 0.02, 0.12], [0.07, -0.09, 0.09], [-0.07, 0.03, 0.10], [0.03, -0.10, -0.10], [0.11, 0.02, 0.02], [0.07, -0.13, -0.05], [-0.08, -0.03, -0.05], [-0.09, 0.05, 0.03], [-0.03, 0.05, -0.11], [0.03, 0.10, -0.05], [-0.15, -0.06, 0.02], [0.07, 0.13, 0.04], [-0.03, -0.01, -0.02], [-0.03, 0.00, 0.03], [0.00, 0.01, 0.00], [0.00, 0.01, 0.01], [0.00, 0.00, -0.01], [-0.01, 0.00, -0.01], [0.01, -0.02, 0.00], [0.01, -0.01, 0.01], [0.00, 0.00, 0.01], [0.01, 0.00, 0.00], [0.01, 0.00, -0.01], [0.00, 0.00, -0.01]], "e_lumo_ev": -4.181, "homo_ev": -11.0, "spin_multiplicity": 1, "charge": 1}